Entry 1:
# C32H40N2O8S2

A single C32H40N2O8S2 molecule (ωB97M-V/def2-TZVPD, the Open Molecules 2025 dataset).

- max |F| (Eh/bohr) = 0.01852
- SMILES = CN([C@@H](C(=O)OC(C)(C)C)c1ccccc1)S(=O)(=O)c1cccc(S(=O)(=O)N(C)[C@@H](C(=O)OC(C)(C)C)c2ccccc2)c1
- HOMO energy (eV) = -9.307
- Kohn-Sham gap (eV) = 9.7
- E_tot (Ha) = -2751.22446

```
! wB97M-V def2-TZVPD RIJCOSX def2/J DEFGRID3
* xyz 0 1
C -3.67 -2.46 0.42
N -2.72 -1.40 0.63
S -1.58 -1.77 1.80
O -2.09 -2.73 2.74
O -1.07 -0.54 2.34
C -0.34 -2.57 0.79
C -0.02 -1.92 -0.39
C 0.96 -2.45 -1.20
C 1.60 -3.63 -0.88
C 1.25 -4.29 0.29
C 0.28 -3.75 1.14
H 0.01 -4.24 2.06
H 1.73 -5.22 0.56
H 2.36 -4.02 -1.54
S 1.41 -1.45 -2.63
O 2.00 -2.28 -3.64
O 0.25 -0.68 -2.97
N 2.57 -0.40 -2.08
C 3.96 -0.71 -2.32
H 3.98 -1.36 -3.19
H 4.50 0.21 -2.54
H 4.42 -1.22 -1.48
C 2.20 0.35 -0.89
C 2.80 1.73 -0.90
C 4.08 1.97 -0.41
C 4.62 3.25 -0.44
C 3.88 4.30 -0.95
C 2.61 4.07 -1.45
C 2.07 2.79 -1.43
H 1.08 2.61 -1.82
H 2.03 4.89 -1.86
H 4.30 5.29 -0.97
H 5.61 3.42 -0.05
H 4.66 1.15 -0.01
C 2.57 -0.39 0.40
O 3.16 -1.45 0.41
O 2.19 0.30 1.45
C 2.55 -0.10 2.81
C 4.07 0.02 2.96
H 4.35 -0.18 3.99
H 4.39 1.02 2.70
H 4.57 -0.70 2.32
C 2.07 -1.52 3.13
H 2.54 -2.25 2.48
H 0.99 -1.57 3.01
H 2.33 -1.75 4.16
C 1.82 0.90 3.69
H 2.10 1.91 3.43
H 0.75 0.77 3.54
H 2.06 0.72 4.74
H 1.11 0.45 -0.92
H -0.52 -1.01 -0.65
C -3.25 -0.06 0.65
C -4.05 0.25 -0.59
C -5.32 0.80 -0.50
C -6.04 1.11 -1.64
C -5.49 0.87 -2.89
C -4.22 0.33 -2.99
C -3.50 0.02 -1.85
H -2.50 -0.38 -1.93
H -3.78 0.16 -3.96
H -6.05 1.11 -3.78
H -7.03 1.53 -1.55
H -5.75 0.98 0.48
C -2.13 0.98 0.61
O -1.14 0.87 -0.08
O -2.49 2.04 1.30
C -1.73 3.28 1.22
C -0.33 3.08 1.79
H 0.21 2.32 1.23
H -0.39 2.77 2.83
H 0.23 4.01 1.73
C -2.53 4.25 2.10
H -2.61 3.86 3.10
H -3.53 4.39 1.69
H -2.03 5.22 2.13
C -1.69 3.78 -0.22
H -2.70 3.86 -0.62
H -1.21 4.75 -0.26
H -1.12 3.08 -0.84
H -3.86 0.13 1.55
H -4.14 -2.35 -0.56
H -3.13 -3.40 0.46
H -4.45 -2.47 1.19
*
```

How is the electron density shared among the atoms? According to natural (NBO), the charges in e are: -0.42 -0.68 2.32 -0.94 -0.94 -0.26 -0.23 -0.33 -0.13 -0.21 -0.18 0.24 0.23 0.24 2.34 -0.94 -0.94 -0.67 -0.43 0.25 0.21 0.21 -0.25 0.08 -0.23 -0.21 -0.21 -0.20 -0.22 0.22 0.21 0.21 0.21 0.21 0.89 -0.65 -0.54 0.27 -0.64 0.22 0.21 0.23 -0.65 0.24 0.22 0.22 -0.62 0.21 0.24 0.21 0.29 0.30 -0.16 -0.06 -0.20 -0.21 -0.21 -0.21 -0.15 0.23 0.22 0.22 0.22 0.21 0.87 -0.65 -0.52 0.27 -0.64 0.24 0.21 0.21 -0.61 0.22 0.21 0.21 -0.64 0.22 0.22 0.23 0.22 0.22 0.22 0.20

Entry 2:
# C20H27ClFNO7

3 unconnected molecules or ions with the total composition C20H27ClFNO7 in a non-equilibrium geometry (ωB97M-V/def2-TZVPD, the Open Molecules 2025 dataset).

- max |F| (Eh/bohr) = 0.05800
- SMILES = C#CN1C(=O)c2c(Cl)c(O)c(OC[C@H](C)O)c([C@@H](F)CC)c2C1=O.CCO.CCO
- HOMO energy (eV) = -9.687
- Kohn-Sham gap (eV) = 9.0
- E_tot (Ha) = -1919.65801

```
! wB97M-V def2-TZVPD RIJCOSX def2/J DEFGRID3
* xyz 0 1
C 0.88 1.03 4.98
C -0.17 1.23 4.42
N -1.27 1.37 3.57
C -0.85 2.35 2.59
O -0.71 3.52 2.68
C -0.57 1.50 1.34
C -0.03 1.91 0.13
Cl 0.43 3.56 -0.18
C 0.15 0.92 -0.85
O 0.69 1.32 -2.05
C -0.20 -0.43 -0.63
O 0.05 -1.28 -1.68
C 1.24 -2.08 -1.49
C 2.53 -1.28 -1.23
C 3.72 -2.24 -1.61
O 2.72 -0.97 0.16
C -0.78 -0.83 0.58
C -1.21 -2.28 0.81
F -1.09 -2.70 2.11
C -2.61 -2.50 0.21
C -3.05 -3.99 0.18
C -0.96 0.15 1.56
C -1.57 0.07 2.97
O -2.19 -0.77 3.52
H 1.75 0.88 5.60
H -0.01 1.36 -2.72
H 1.39 -2.62 -2.44
H 1.16 -2.85 -0.71
H 2.63 -0.36 -1.83
H 3.37 -3.27 -1.38
H 4.52 -2.03 -0.89
H 4.02 -2.14 -2.68
H 2.81 -0.02 0.23
H -0.52 -2.91 0.21
H -2.60 -2.14 -0.83
H -3.33 -1.86 0.76
H -3.28 -4.36 1.19
H -2.29 -4.63 -0.31
H -3.97 -4.04 -0.44
C -4.62 3.72 3.00
C -5.18 2.34 2.72
O -5.05 2.01 1.33
H -5.14 4.47 2.40
H -4.73 3.98 4.05
H -3.56 3.76 2.73
H -6.24 2.30 2.96
H -4.66 1.58 3.31
H -4.11 2.03 1.12
C 4.43 1.66 -4.42
C 5.08 0.36 -3.99
O 4.50 -0.74 -4.68
H 3.35 1.64 -4.23
H 4.86 2.51 -3.89
H 4.56 1.82 -5.50
H 4.92 0.20 -2.92
H 6.15 0.38 -4.18
H 4.64 -0.60 -5.62
*
```

How is the electron density shared among the atoms? According to natural (NBO), the charges in e are: -0.26 0.14 -0.55 0.72 -0.48 -0.16 -0.05 0.07 0.24 -0.69 0.27 -0.51 -0.09 0.05 -0.64 -0.73 0.03 0.19 -0.34 -0.43 -0.61 -0.15 0.72 -0.45 0.25 0.50 0.21 0.19 0.19 0.20 0.23 0.24 0.48 0.17 0.22 0.22 0.22 0.21 0.21 -0.63 -0.06 -0.72 0.21 0.21 0.20 0.18 0.16 0.46 -0.63 -0.06 -0.73 0.21 0.22 0.20 0.17 0.16 0.47

Entry 3:
# C27H25ClNOS

2 unconnected molecules or ions with the total composition C27H25ClNOS in a non-equilibrium geometry (ωB97M-V/def2-TZVPD, the Open Molecules 2025 dataset).

- max |F| (Eh/bohr) = 0.05886
- HOMO energy (eV) = -9.049
- Kohn-Sham gap (eV) = 4.0
- E_tot (Ha) = -2031.90384

```
! wB97M-V def2-TZVPD RIJCOSX def2/J DEFGRID3
* xyz 1 1
Cl -0.90 4.41 5.57
C -0.39 3.72 4.08
C 0.49 2.62 4.07
C 0.86 2.05 2.85
C 0.41 2.58 1.61
C 0.98 2.15 0.37
C 1.12 3.11 -0.78
C 2.24 2.50 -1.71
C 2.63 1.25 -0.97
C 1.94 1.13 0.22
C -0.43 3.72 1.66
C -0.79 4.30 2.87
H 0.90 2.25 5.00
H 1.56 1.22 2.87
H 0.20 3.30 -1.36
H 1.46 4.10 -0.43
H 1.83 2.29 -2.70
H 3.09 3.18 -1.83
H 3.42 0.58 -1.30
H 2.12 0.37 0.97
H -0.77 4.18 0.73
H -1.38 5.22 2.89
C -1.83 1.61 -1.38
O -1.46 0.77 -0.25
C -0.58 -0.24 -0.17
C -0.56 -0.80 1.20
C 0.56 -1.36 1.85
C 0.45 -1.75 3.19
C -0.80 -1.74 3.83
C -1.92 -1.24 3.16
C -1.78 -0.72 1.88
C -0.21 -1.01 -1.29
N -0.29 -2.39 -1.34
C -0.74 -3.23 -0.23
C 0.01 -2.94 -2.59
C 0.29 -1.95 -3.54
C 0.31 -2.30 -4.90
C 0.14 -3.63 -5.30
C -0.13 -4.61 -4.34
C -0.23 -4.28 -2.98
S 0.37 -0.38 -2.80
H -2.80 1.29 -1.80
H -1.97 2.60 -0.96
H -1.08 1.59 -2.19
H 1.51 -1.48 1.32
H 1.34 -2.06 3.74
H -0.89 -2.07 4.88
H -2.91 -1.21 3.61
H -2.62 -0.22 1.40
H -0.82 -4.27 -0.56
H 0.02 -3.22 0.57
H -1.72 -2.91 0.14
H 0.43 -1.51 -5.63
H 0.18 -3.91 -6.35
H -0.31 -5.64 -4.64
H -0.53 -5.02 -2.23
*
```

How is the electron density shared among the atoms? According to natural (NBO), the charges in e are: 0.08 0.03 -0.23 -0.12 -0.11 0.31 -0.50 -0.47 0.00 -0.31 -0.12 -0.24 0.25 0.23 0.26 0.26 0.25 0.26 0.24 0.25 0.22 0.25 -0.25 -0.55 0.12 0.01 -0.28 -0.21 -0.22 -0.20 -0.22 -0.01 -0.39 -0.41 0.23 -0.27 -0.17 -0.23 -0.17 -0.27 0.39 0.21 0.19 0.18 0.21 0.22 0.23 0.23 0.23 0.22 0.22 0.23 0.22 0.23 0.23 0.23